No. 1
This record from the OMol25 dataset describes C11H15Cl2MnO2Ru as an isolated structure in a non-equilibrium geometry. The level of theory is the ωB97M-V functional and the def2-TZVPD basis.

Cartesian coordinates (Å):
Mn: 1.37420 3.64428 -0.04026
Cl: 0.24880 1.88753 -1.12434
C: 3.27649 4.02580 0.46416
C: 0.68032 5.31036 -0.79162
H: 3.13487 5.03260 0.90099
H: 3.59990 3.26282 1.18529
H: 3.87607 4.05085 -0.46773
H: 1.03611 6.09012 -0.10235
H: -0.39886 5.13951 -0.79717
H: 1.13524 5.36214 -1.79680
Ru: -0.11423 -0.22380 -0.15382
C: 1.83739 -0.47965 0.15853
C: -0.37891 0.39177 1.57011
H: 2.22633 0.34077 0.77427
H: 1.98063 -1.44118 0.68591
H: 2.38473 -0.53204 -0.79797
H: -1.30716 0.35952 2.16421
H: 0.47023 0.86751 2.08040
Cl: -4.23423 -7.09662 -2.58518
C: -3.48053 -5.58534 -2.26508
C: -4.17840 -4.60293 -1.54473
C: -3.55863 -3.37777 -1.28317
C: -2.24556 -3.16211 -1.71160
C: -1.54405 -4.14319 -2.41296
C: -2.16517 -5.36077 -2.69955
C: -1.50779 -1.93395 -1.31915
O: -2.07036 -0.87385 -0.84854
O: -0.21865 -1.96196 -1.37846
H: -5.19042 -4.80204 -1.20696
H: -4.07407 -2.59916 -0.72684
H: -0.51082 -3.97098 -2.71575
H: -1.64384 -6.13841 -3.25750

Output
Multiplicity: 10
DFT total energy in Eh: -2744.7729
Charge: -1
E_LUMO (alpha / beta) in eV: 2.3083 / 2.2267
HOMO level (alpha / beta) in eV: -2.71 / -4.90

No. 2
This record from the OMol25 dataset describes C11H15K2N2O7S as an isolated structure in a non-equilibrium geometry. The level of theory is the ωB97M-V functional and the def2-TZVPD basis.

Cartesian coordinates (Å):
K: 3.88476 0.98047 -1.26283
K: -3.45033 1.14097 -0.88410
O: 1.12869 0.55132 -1.66112
C: 0.42912 1.18950 -0.70464
O: -0.72896 0.86781 -0.50641
O: 0.96153 2.08243 -0.07264
H: 0.53183 -0.10198 -2.03336
C: 2.29793 -1.61277 1.77167
C: 1.16909 -2.58042 2.21861
O: 0.90139 -3.37250 1.06662
S: 1.74141 -2.97681 -0.36394
O: 0.84234 -2.76251 -1.50926
O: 2.93076 -3.84083 -0.56451
O: 2.15768 -1.51703 0.34635
H: 3.27979 -2.04516 1.96425
H: 2.39485 -0.61381 2.19686
H: 0.27780 -2.02536 2.51118
H: 1.41030 -3.22190 3.06621
N: -0.98152 0.62705 -5.27008
C: -2.31706 0.33039 -4.98532
C: -2.39064 -0.53062 -3.88924
C: -1.07534 -0.80220 -3.53002
C: -0.21639 -0.08390 -4.38119
H: -0.65344 1.38281 -5.85429
H: -3.09220 0.82230 -5.55415
H: -3.30353 -0.80734 -3.38283
H: -0.67691 -1.40761 -2.72931
H: 0.85810 -0.16583 -4.45305
N: -1.58006 2.43800 4.57348
C: -1.65653 1.27275 3.94235
C: -0.61407 1.20021 3.11637
C: 0.19900 2.35233 3.34291
C: -0.40492 3.05288 4.25211
H: -2.23423 2.65207 5.31261
H: -2.53612 0.64632 3.95990
H: -0.42691 0.37842 2.44105
H: 1.09456 2.52139 2.76342
H: -0.15177 3.97919 4.74634

Output
Multiplicity: 2
DFT total energy in Eh: -2661.8336
Charge: +2
E_LUMO (alpha / beta) in eV: -6.1712 / -10.2434
HOMO level (alpha / beta) in eV: -12.18 / -12.16

No. 3
This record from the OMol25 dataset describes a 2-piece molecular cluster, C11H15N overall in a non-equilibrium geometry. The level of theory is the ωB97M-V functional and the def2-TZVPD basis.

Cartesian coordinates (Å):
C: 2.64368 -1.91351 -0.52343
C: 0.41427 -0.72057 -0.87546
C: 1.18045 -1.77720 -0.23959
C: -0.95282 -0.95482 -0.50848
C: 0.31052 -2.49033 0.52857
C: -0.39518 1.11809 -2.26926
C: -1.68980 0.98393 -1.77059
C: 0.66003 0.30169 -1.84889
C: -2.03582 -0.09044 -0.96749
N: -0.97662 -1.93591 0.43087
H: -0.33298 1.76162 -3.13014
H: -2.43024 1.73139 -2.03364
H: 1.67525 0.46256 -2.22424
H: -3.05210 -0.31633 -0.66082
H: 3.12922 -1.83272 0.46573
H: 2.96642 -1.13719 -1.21921
H: 0.41333 -3.30114 1.22904
H: -1.68797 -2.17164 1.09581
H: 2.87984 -2.89903 -0.94683
C: 0.22458 2.22218 2.37510
C: -0.88261 1.59849 1.48062
H: -0.01886 3.29192 2.52568
H: 0.15205 1.64109 3.30463
H: 1.27162 2.23228 2.00999
H: -1.85402 1.80337 1.94525
H: -0.77175 1.87217 0.41130
H: -0.84051 0.52007 1.41548

Output
Multiplicity: 2
DFT total energy in Eh: -482.8451
Charge: -1
E_LUMO (alpha / beta) in eV: 3.8108 / 3.7376
HOMO level (alpha / beta) in eV: 0.73 / -3.02

No. 4
This record from the OMol25 dataset describes a 2-piece molecular cluster, C11H15N overall in a non-equilibrium geometry. The level of theory is the ωB97M-V functional and the def2-TZVPD basis.

Cartesian coordinates (Å):
C: 0.17462 2.73052 1.99814
C: -0.84681 3.86155 1.89098
H: 1.19314 3.10259 1.84032
H: 0.17265 2.19004 2.94018
H: -0.03435 1.96178 1.25649
H: -1.59036 3.84520 2.68489
H: -1.34397 3.84824 0.92606
H: -0.36743 4.84894 1.91593
C: 1.44702 -3.74636 -0.84970
C: -0.66301 -2.97896 0.48265
C: 0.31863 -2.83655 -0.47828
C: -0.83250 -0.85633 -0.34362
C: 0.22319 -1.52491 -1.01843
C: -1.12649 0.47671 -0.61488
C: 1.01393 -0.79894 -1.97248
C: -0.24020 1.23583 -1.44657
C: 0.77988 0.57200 -2.13113
N: -1.37096 -1.76853 0.52062
H: -1.04676 -3.85012 0.98486
H: -2.17308 -1.64039 1.10704
H: 1.16819 -4.79013 -0.71643
H: 2.34740 -3.54056 -0.26383
H: -1.75224 1.07713 0.04473
H: 1.79518 -1.29912 -2.53679
H: -0.22489 2.31562 -1.46186
H: 1.37029 1.17206 -2.83212
H: 1.60893 -3.60732 -1.92678

Output
Multiplicity: 2
DFT total energy in Eh: -482.8602
Charge: -1
E_LUMO (alpha / beta) in eV: 3.6853 / 3.6679
HOMO level (alpha / beta) in eV: 0.58 / -2.78

No. 5
This record from the OMol25 dataset describes a 2-piece molecular cluster, C11H15N overall in a non-equilibrium geometry. The level of theory is the ωB97M-V functional and the def2-TZVPD basis.

Cartesian coordinates (Å):
C: -2.37753 -2.03744 -0.61034
C: -1.19013 -1.39044 -1.34437
H: -3.02557 -2.24886 -1.39903
H: -2.08509 -2.79987 0.06401
H: -2.67793 -1.14380 -0.00446
H: -1.38836 -1.07548 -2.31355
H: -0.26076 -2.06263 -1.51391
H: -0.75087 -0.62498 -0.64830
C: 2.26220 -1.24209 1.45743
C: -0.19651 1.38820 0.57908
C: 0.95521 0.62087 0.31992
C: 1.28815 -0.07913 1.47373
C: 0.39246 0.22234 2.48301
C: -0.56692 2.43149 -0.25550
C: -0.15571 2.39176 -1.59530
C: 1.57291 0.72950 -0.95427
C: 0.89259 1.50477 -1.90980
N: -0.61077 1.06872 1.98737
H: -1.41849 1.35274 2.51146
H: -1.03673 3.38679 0.15534
H: 0.28327 -0.16048 3.48244
H: -0.58446 2.94324 -2.42227
H: 2.45071 0.18780 -0.98137
H: 2.62718 -1.32980 2.42538
H: 2.95883 -1.24177 0.62964
H: 1.03775 1.43896 -2.92770
H: 1.60457 -2.23041 1.31134

Output
Multiplicity: 2
DFT total energy in Eh: -482.7939
Charge: -1
E_LUMO (alpha / beta) in eV: 3.8503 / 3.7768
HOMO level (alpha / beta) in eV: 0.54 / -2.73

No. 6
This record from the OMol25 dataset describes a 2-piece molecular cluster, C11H15N overall in a non-equilibrium geometry. The level of theory is the ωB97M-V functional and the def2-TZVPD basis.

Cartesian coordinates (Å):
C: 0.77256 2.56121 -0.17020
C: -0.57554 3.09889 0.27041
H: 0.75339 2.42961 -1.25469
H: 1.63044 3.18232 0.12204
H: 1.08494 1.58009 0.20930
H: -1.33605 2.33951 0.09828
H: -0.84410 3.94080 -0.38394
H: -0.57654 3.51973 1.27003
C: -2.68265 -1.69060 -0.63081
C: -1.43161 -1.40928 1.57497
C: -1.46785 -1.42686 0.21359
C: 0.71180 -1.24091 0.92378
C: -0.10378 -1.35569 -0.21469
C: 2.04587 -0.87158 0.81146
C: 0.44396 -1.18602 -1.50915
C: 2.54522 -0.60517 -0.44450
C: 1.74587 -0.74653 -1.59845
N: -0.12643 -1.27613 2.01558
H: -2.18413 -1.39599 2.34379
H: 0.16990 -0.78204 2.84050
H: -2.58815 -2.63064 -1.17908
H: -2.70992 -0.92805 -1.41374
H: 2.63511 -0.68756 1.70148
H: -0.09061 -1.51817 -2.39335
H: 3.61696 -0.54580 -0.60794
H: 2.12157 -0.59012 -2.59783
H: -3.56024 -1.76505 0.00317

Output
DFT total energy in Eh: -482.8931
Charge: 0
Structure (SMILES): Cc1c[nH]c2ccccc12.CC
E_LUMO in eV: 0.9168
HOMO level in eV: -7.91

No. 7
This record from the OMol25 dataset describes a 2-piece molecular cluster, C11H15N overall in a non-equilibrium geometry. The level of theory is the ωB97M-V functional and the def2-TZVPD basis.

Cartesian coordinates (Å):
C: -1.91584 -1.67074 2.63121
C: 0.12299 1.16980 1.42338
C: -0.70783 -0.01872 1.32209
C: -0.96164 -0.55432 2.55229
C: -0.38193 0.32099 3.50912
C: -0.10061 1.65045 -0.94386
C: 0.42164 1.96697 0.27968
C: -0.90144 0.54196 -1.01753
C: -1.09878 -0.30834 0.10450
N: 0.40389 1.33250 2.79707
H: 0.16995 2.36113 -1.81010
H: 1.12374 2.77913 0.25557
H: -1.39600 0.20292 -1.86095
H: -1.47384 -1.30601 -0.10806
H: 1.06396 1.98820 3.21955
H: -0.36807 0.27299 4.62910
H: -2.18739 -2.16050 1.63674
H: -2.95584 -1.58593 3.02810
H: -1.53868 -2.48804 3.36985
C: 2.13060 -0.77766 -2.71987
C: 0.93516 -0.31426 -3.60930
H: 1.94186 -0.76802 -1.62508
H: 2.50828 -1.77366 -2.99260
H: 3.10116 -0.25846 -2.70614
H: 0.32565 -1.22636 -3.85410
H: 1.46594 0.27372 -4.50220
H: 0.27305 0.35026 -3.00848

Output
DFT total energy in Eh: -482.8254
Charge: 0
Structure (SMILES): Cc1c[nH]c2ccccc12.CC
E_LUMO in eV: 0.9526
HOMO level in eV: -7.81

No. 8
This record from the OMol25 dataset describes a 2-piece molecular cluster, C11H15N overall. The level of theory is the ωB97M-V functional and the def2-TZVPD basis.

Cartesian coordinates (Å):
C: -0.20025 -1.48115 -2.22119
C: -0.68863 0.27599 -0.32371
C: -1.05367 -0.51322 -1.46131
C: -1.79262 1.08959 -0.00630
C: -2.31587 -0.13959 -1.80640
C: 0.44232 0.34330 0.50551
C: 0.40817 1.17525 1.59966
C: -0.71184 1.96784 1.91106
C: -1.83160 1.92644 1.10599
N: -2.75811 0.85431 -0.95102
H: 1.32731 -0.23538 0.30016
H: 1.19601 1.08635 2.34429
H: -0.66895 2.60524 2.78131
H: -0.78353 -1.99840 -2.98261
H: 0.19611 -2.25211 -1.54993
H: -2.98899 -0.44841 -2.58826
H: -3.72973 1.09402 -0.86621
H: -2.69539 2.53004 1.35018
H: 0.62945 -1.00263 -2.74578
C: 4.10330 -1.21567 0.64663
C: 3.95734 -2.69190 1.03659
H: 4.84229 -0.74180 1.29519
H: 4.28250 -1.13242 -0.42497
H: 3.22554 -0.60146 0.82682
H: 3.54914 -3.29653 0.22194
H: 3.36741 -2.82943 1.94284
H: 4.96821 -3.09090 1.17914

Output
DFT total energy in Eh: -482.9042
Charge: 0
Structure (SMILES): Cc1c[nH]c2ccccc12.CC
E_LUMO in eV: 0.9602
HOMO level in eV: -7.86

Which of these has the highest DFT total energy? number 5

What is the DFT total energy in the first record? -2744.7729 Eh

Among the records above, which one has the lowest DFT total energy? C11H15Cl2MnO2Ru